(1)
Formula: C41H60N7PS2ScSe2
Source: OMol25
Level of theory: wB97M-V/def2-TZVPD

```
! RIJCOSX wB97M-V def2-TZVPD def2/J DEFGRID3
* xyz 1 1
Sc 0.2483 -0.2265 -0.1634
C 1.0597 -1.2843 4.6680
N 1.9940 -1.9252 3.7630
C 3.2131 -2.4137 4.3859
C 1.8332 -1.9464 2.4056
N 1.2897 -0.9602 1.7178
C 1.1686 0.3279 2.3132
C 2.2708 1.0153 2.8319
C 2.1281 2.2968 3.3156
C 0.8870 2.9315 3.2425
C -0.1967 2.2821 2.6951
C -0.0848 0.9573 2.2539
N -1.1230 0.2806 1.5640
C -2.4000 0.4831 1.8442
N -3.3380 0.2210 0.9112
C -4.7150 -0.0969 1.2567
C -3.0089 0.0937 -0.4888
N -2.8687 0.9097 3.0542
C -3.8539 1.9790 3.1431
C -2.2256 0.5575 4.3032
N 2.2864 -3.0515 1.7820
C 2.1942 -4.3668 2.3975
C 2.5151 -3.0566 0.3511
H 1.4185 -0.3154 5.0251
H 0.9105 -1.9405 5.5292
H 0.1058 -1.1455 4.1725
H 3.6874 -1.5972 4.9371
H 3.9090 -2.7683 3.6311
H 3.0054 -3.2248 5.0883
H 3.2382 0.5270 2.8352
H 2.9855 2.8206 3.7165
H 0.7830 3.9558 3.5744
H -1.1303 2.8088 2.5471
H -5.3800 0.7543 1.0974
H -4.7773 -0.4135 2.2949
H -5.0553 -0.9149 0.6194
H -2.1650 0.7426 -0.7323
H -3.8370 0.4650 -1.0905
H -2.8215 -0.9433 -0.7733
H -4.1512 2.3013 2.1512
H -3.4053 2.8375 3.6511
H -4.7323 1.6620 3.7106
H -1.6512 -0.3534 4.1721
H -3.0030 0.3617 5.0443
H -1.5764 1.3526 4.6799
H 1.6791 -4.3057 3.3522
H 3.1824 -4.8055 2.5481
H 1.6197 -5.0230 1.7399
H 2.9164 -2.1013 0.0396
H 1.5959 -3.2501 -0.2035
H 3.2450 -3.8311 0.1146
C -1.7498 -4.7030 3.8695
Se -1.5990 -3.0632 2.8324
C -2.8439 -3.5843 1.4274
C -2.1885 -4.2933 0.2613
Se -1.1858 -3.0732 -0.8923
C -0.0712 -4.4164 -1.7398
H -2.7677 -4.8267 4.2300
H -1.0788 -4.6093 4.7212
H -1.4497 -5.5611 3.2725
H -3.3784 -2.6889 1.1086
H -3.5714 -4.2418 1.9037
H -2.9464 -4.7477 -0.3773
H -1.5069 -5.0720 0.6033
H -0.7041 -5.0542 -2.3504
H 0.4417 -5.0022 -0.9802
H 0.6473 -3.8933 -2.3665
S -2.7354 3.5597 -0.0823
P -1.2999 3.2944 -1.3935
S 0.3382 2.2568 -0.7066
C -1.8830 2.4903 -2.9173
C -0.9813 1.8953 -3.7954
C -1.4255 1.3895 -5.0086
C -2.7678 1.4777 -5.3493
C -3.6696 2.0695 -4.4748
C -3.2298 2.5794 -3.2620
C -0.5826 4.8540 -1.9838
C 0.6535 4.8803 -2.6266
C 1.1445 6.0723 -3.1328
C 0.4053 7.2410 -3.0012
C -0.8237 7.2167 -2.3604
C -1.3199 6.0251 -1.8506
H 0.0643 1.8138 -3.5234
H -0.7194 0.9261 -5.6860
H -3.1117 1.0882 -6.2989
H -4.7164 2.1412 -4.7408
H -3.9235 3.0464 -2.5734
H 1.2361 3.9724 -2.7205
H 2.1067 6.0910 -3.6278
H 0.7924 8.1722 -3.3941
H -1.3981 8.1273 -2.2523
H -2.2723 5.9998 -1.3369
C 3.6033 1.8077 -2.1547
N 4.4200 0.6252 -1.9968
C 5.2394 0.3792 -3.1661
C 3.6883 -0.5303 -1.4954
C 2.5672 -1.0790 -2.3741
C 2.9286 -1.7239 -3.5574
C 1.9780 -2.1071 -4.4942
C 0.6402 -1.8395 -4.2540
C 0.2756 -1.2664 -3.0415
C 1.2034 -0.9067 -2.0501
H 4.2443 2.6537 -2.4081
H 3.0969 2.0376 -1.2198
H 2.8353 1.7094 -2.9394
H 5.9045 1.2308 -3.3143
H 4.6605 0.2425 -4.0914
H 5.8570 -0.5073 -3.0101
H 3.2713 -0.2341 -0.5213
H 4.4303 -1.3141 -1.3066
H 3.9750 -1.9204 -3.7600
H 2.2852 -2.5932 -5.4114
H -0.1142 -2.0904 -4.9903
H -0.7879 -1.0862 -2.8865
*
```

Its frontier orbital gap is 7.8 eV. The calculation puts the total energy at -236271.8383 eV.

=====

(2)
Formula: C15H16F3Li2N2O5
Source: OMol25
Level of theory: wB97M-V/def2-TZVPD

```
! RIJCOSX wB97M-V def2-TZVPD def2/J DEFGRID3
* xyz -1 1
Li 1.5099 -2.6245 2.1853
Li 1.0690 -0.3217 0.6946
C 3.6568 -2.1399 1.0599
O 3.5581 -2.9315 2.0886
O 2.6789 -1.3001 0.8740
O 4.6897 -2.1644 0.3160
C -1.6722 -1.4891 1.5101
O -1.8747 -1.4527 0.0951
O -0.3490 -1.5240 1.7552
C -2.4654 -0.3396 2.1840
F -2.2923 -0.3869 3.5304
F -2.0595 0.8840 1.8087
F -3.7811 -0.4598 1.9496
C -3.0768 -1.9780 -0.4235
C -3.0093 -1.8997 -1.9435
H -3.0906 -0.8976 -2.3675
H -2.1130 -2.3684 -2.3483
H -3.8607 -2.4758 -2.3265
H -3.9640 -1.4468 -0.0789
H -3.1432 -3.0576 -0.2329
H -2.1100 -2.4531 1.8433
N 1.2975 1.4912 1.6070
C 1.9822 2.3922 0.9099
C 1.7602 3.7720 1.0258
C 0.8277 4.2089 1.9608
C 0.1450 3.2648 2.7233
C 0.4074 1.9361 2.4922
H 2.7690 1.9841 0.2842
H 2.2531 4.4501 0.3438
H 0.6181 5.2704 2.0039
H -0.5412 3.6018 3.4875
H -0.0270 1.1673 3.1219
N 0.7744 0.0892 -1.3563
C 0.8068 1.1601 -2.1598
C 0.9050 1.0805 -3.5369
C 1.0922 -0.1718 -4.1043
C 0.9775 -1.2865 -3.2968
C 0.8648 -1.1184 -1.9230
H 0.6778 2.0789 -1.5982
H 0.9872 2.0015 -4.0987
H 1.3239 -0.3044 -5.1535
H 0.9891 -2.2975 -3.6817
H 0.8083 -1.9435 -1.2249
*
```

The energy above the lowest of the compared OMol25 structures with the same formula, charge and spin is 0.0 kcal per mole. Its frontier orbital gap is 5.4 eV. The calculation puts the total energy at -37600.1768 eV.

=====

(3)
Formula: C3H6N2S
Source: OMol25
Level of theory: wB97M-V/def2-TZVPD

```
! RIJCOSX wB97M-V def2-TZVPD def2/J DEFGRID3
* xyz 0 1
H 0.8198 -0.8557 -1.9033
N 0.5429 -1.2848 -1.0232
C 0.0496 -0.5832 -0.0785
C -0.1083 -1.3436 1.2532
N -0.2389 0.8199 0.0155
C -0.0235 1.8440 -0.8612
S 0.6982 1.9186 -2.3388
H 0.2729 -2.3280 1.1190
H 0.5467 -0.6935 1.9587
H -1.1837 -1.3573 1.6742
H -0.6688 1.1119 0.8568
H -0.7071 2.7517 -0.6725
*
```

The energy above the lowest of the compared OMol25 structures with the same formula, charge and spin is 28.4 kcal per mole. Its frontier orbital gap is 8.7 eV. The SMILES is [H]/N=C(/C)NC=S. The calculation puts the total energy at -17022.8114 eV.

=====

Number 3 is which compound?
C3H6N2S